1.
ORCA calculation (the ωB97M-V functional and the def2-TZVPD basis) on a structure of composition C25H29N4O4RhS3.

Structure (XYZ):
```
66
Properties=species:S:1:pos:R:3
Rh 0.456 0.874 -0.586
O -1.118 3.736 1.850
S -0.504 3.239 0.630
O 0.039 4.290 -0.220
O 0.632 2.287 0.963
O -1.451 2.321 -0.100
S 2.402 -1.891 0.238
C 3.492 -0.956 -0.632
S 2.652 0.195 -1.707
C 4.924 -1.104 -0.688
C 5.578 -1.489 0.518
N 6.105 -1.778 1.517
C 5.686 -0.841 -1.846
N 6.248 -0.689 -2.839
C -3.723 -0.191 1.868
C -2.451 0.393 2.412
C -2.809 1.413 3.479
C -1.370 -0.576 2.875
C -1.272 -0.890 4.211
C -0.105 -1.393 4.810
C 1.013 -1.505 4.001
C 0.975 -1.272 2.642
C 2.324 -1.218 1.998
C 3.192 -3.464 0.522
C 2.813 0.205 1.993
C -0.267 -0.923 2.051
N -0.384 -0.757 0.669
C -1.388 -1.347 0.070
C -1.644 -1.056 -1.277
C -2.639 -1.487 -2.149
C -2.589 -0.721 -3.324
C -1.445 0.104 -3.135
N -0.957 -0.053 -1.908
C -1.053 1.267 -4.036
C 0.459 1.229 -4.257
C -1.489 2.616 -3.442
C -1.793 1.135 -5.358
H -4.398 0.678 1.734
H -4.164 -0.938 2.540
H -3.685 -0.693 0.919
H -1.979 1.007 1.606
H -3.420 1.062 4.330
H -3.410 2.203 2.959
H -1.927 1.915 3.830
H -2.126 -0.697 4.856
H -0.106 -1.509 5.902
H 1.892 -1.791 4.542
H 3.010 -1.799 2.617
H 3.721 -3.687 -0.380
H 2.389 -4.224 0.588
H 3.787 -3.479 1.462
H 2.087 0.854 1.533
H 3.794 0.323 1.512
H 2.940 0.476 3.056
H -1.967 -2.158 0.529
H -3.385 -2.200 -1.861
H -3.260 -0.827 -4.148
H 1.016 1.456 -3.353
H 0.726 1.977 -5.028
H 0.744 0.220 -4.604
H -1.043 2.669 -2.455
H -2.567 2.651 -3.287
H -1.186 3.429 -4.115
H -1.716 0.158 -5.815
H -1.415 1.885 -6.045
H -2.894 1.340 -5.236
```

Summary:
HOMO (spin up / spin down) in Eh: -0.0402 / -0.0888
Frontier orbital gap (spin up / spin down) in hartree: 0.1898 / 0.2376
Calculated total energy in eV: -76058.96146
Net charge: -2
2S+1: 5

2.
ORCA calculation (the ωB97M-V functional and the def2-TZVPD basis) on the molecule C25H29N5O3.

Structure (XYZ):
```
62
Properties=species:S:1:pos:R:3
C 2.378 3.461 3.551
O 1.953 2.204 3.093
C 3.018 1.363 2.715
C 2.445 0.049 2.184
N 1.781 0.239 0.923
C 0.533 0.693 0.654
C -0.517 0.947 1.690
N -1.822 0.397 1.392
C -1.875 -1.062 1.373
C -1.049 -1.738 0.306
C -1.507 -1.818 -1.004
C -0.709 -2.355 -1.999
C 0.555 -2.833 -1.699
C 1.003 -2.802 -0.389
C 0.202 -2.265 0.603
C -2.486 1.047 0.272
C -3.953 0.717 0.228
C -4.591 0.475 -0.981
C -5.945 0.191 -1.019
C -6.677 0.140 0.154
C -6.050 0.384 1.365
C -4.699 0.674 1.401
N 0.315 0.813 -0.647
C 1.449 0.398 -1.243
C 2.394 0.043 -0.296
C 3.660 -0.508 -0.654
O 4.546 -0.879 0.098
N 3.799 -0.602 -2.041
C 5.052 -1.173 -2.510
C 2.873 -0.252 -3.015
O 3.102 -0.405 -4.197
N 1.683 0.287 -2.576
C 0.655 0.655 -3.523
H 3.025 3.366 4.432
H 2.926 4.004 2.771
H 1.480 4.014 3.817
H 3.668 1.155 3.579
H 3.629 1.843 1.935
H 1.745 -0.356 2.918
H 3.266 -0.653 2.019
H -0.183 0.541 2.647
H -0.631 2.028 1.818
H -2.926 -1.335 1.249
H -1.547 -1.404 2.360
H -2.500 -1.466 -1.242
H -1.076 -2.407 -3.015
H 1.182 -3.239 -2.479
H 1.978 -3.195 -0.139
H 0.555 -2.256 1.626
H -2.008 0.812 -0.688
H -2.380 2.126 0.430
H -4.025 0.518 -1.902
H -6.429 0.005 -1.967
H -7.733 -0.086 0.125
H -6.618 0.350 2.283
H -4.201 0.864 2.340
H 5.162 -0.943 -3.566
H 5.869 -0.747 -1.929
H 5.047 -2.255 -2.366
H 0.985 0.345 -4.513
H 0.499 1.733 -3.501
H -0.274 0.155 -3.252
```

Summary:
HOMO in Eh: -0.2986
Frontier orbital gap in hartree: 0.3222
Calculated total energy in eV: -39990.21709
SMILES: COCCn1c(CN(Cc2ccccc2)Cc2ccccc2)nc2c1c(=O)n(C)c(=O)n2C

3.
ORCA calculation (the ωB97M-V functional and the def2-TZVPD basis) on a cluster of 2 separate species, C25H30BBr2INO5 in total.

Structure (XYZ):
```
65
Properties=species:S:1:pos:R:3
C 3.430 -1.561 -2.426
C 3.544 -2.479 -1.195
C 3.528 -1.701 0.148
I 5.537 -1.686 0.917
C 2.477 -2.151 1.155
C 2.814 -2.528 2.456
C 1.866 -2.902 3.399
C 0.523 -2.878 3.082
C 0.137 -2.516 1.782
C 1.107 -2.165 0.826
C 0.604 -1.777 -0.513
Br 0.435 0.094 -0.867
C 0.260 -2.625 -1.469
C -0.301 -2.255 -2.806
Br 0.440 -4.486 -1.187
C -1.346 -2.495 1.537
O -1.885 -2.864 0.528
C -2.161 -2.021 2.696
C -3.292 -1.246 2.498
C -4.034 -0.810 3.603
B -5.301 0.103 3.385
O -5.550 1.152 4.247
O -6.185 -0.121 2.353
C -5.862 0.676 1.207
C -3.616 -1.212 4.874
C -2.492 -2.001 5.078
C -1.754 -2.402 3.974
C -0.518 -3.206 4.095
O -0.358 -4.047 4.930
H 2.908 -0.635 -2.194
H 4.421 -1.297 -2.779
H 2.856 -2.066 -3.198
H 4.507 -2.963 -1.293
H 2.802 -3.264 -1.205
H 3.317 -0.659 -0.070
H 3.841 -2.544 2.776
H 2.184 -3.191 4.389
H -0.786 -3.116 -3.246
H -1.084 -1.514 -2.652
H 0.452 -1.832 -3.464
H -3.594 -0.995 1.492
H -4.758 1.686 4.368
H -4.888 1.159 1.331
H -6.589 1.473 1.072
H -5.827 0.036 0.333
H -4.182 -0.881 5.733
H -2.170 -2.298 6.063
C 2.106 5.063 -1.856
C 1.836 3.649 -2.349
C 1.890 3.474 -3.866
O 0.741 4.030 -4.470
C 0.864 5.378 -4.945
N 0.439 3.255 -1.954
H 1.284 5.742 -2.086
H 2.247 5.075 -0.774
H 3.011 5.456 -2.312
H 2.518 2.951 -1.862
H 1.869 2.404 -4.098
H 2.814 3.878 -4.279
H 1.896 5.618 -5.202
H 0.496 6.086 -4.201
H 0.247 5.468 -5.836
H 0.204 3.513 -0.996
H 0.290 2.247 -2.071
H -0.207 3.724 -2.604
```

Summary:
HOMO in Eh: -0.4202
Frontier orbital gap in hartree: 0.2985
Calculated total energy in eV: -186996.29036
Net charge: +1

4.
ORCA calculation (the ωB97M-V functional and the def2-TZVPD basis) on a structure of composition C25H30ClInN3O6S4.

Structure (XYZ):
```
70
Properties=species:S:1:pos:R:3
In -0.262 -0.236 1.696
O 5.297 -0.932 -3.633
C 5.371 0.338 -3.174
O 6.179 1.088 -3.640
C 4.395 0.716 -2.107
C 4.045 2.055 -1.986
C 3.105 2.454 -1.052
C 2.522 1.519 -0.195
C 2.901 0.180 -0.290
C 3.822 -0.213 -1.242
N 1.501 1.841 0.711
C 1.469 2.927 1.339
C 0.324 3.272 2.200
C 0.293 4.489 2.860
C -0.780 4.774 3.691
C -1.779 3.829 3.839
C -1.665 2.635 3.137
N -0.650 2.371 2.324
H 4.534 -1.378 -3.246
H 4.510 2.773 -2.650
H 2.795 3.490 -0.998
H 2.490 -0.527 0.423
H 4.113 -1.259 -1.275
H 2.294 3.648 1.308
H 1.098 5.200 2.719
H -0.829 5.715 4.224
H -2.626 4.008 4.485
H -2.416 1.855 3.232
O 2.160 -1.005 5.450
Cl 1.404 -0.773 4.252
O 0.373 -1.779 4.090
O 2.284 -0.804 3.090
O 0.766 0.538 4.301
C 0.817 -2.949 -3.703
C 0.630 -3.744 -2.407
S 0.206 -2.789 -0.933
C -1.480 -2.217 -1.308
C -1.570 -0.940 -2.164
S -0.322 0.323 -1.679
C 0.212 0.853 -3.352
C 0.801 -0.189 -4.303
S 1.872 -1.464 -3.550
H -0.147 -2.620 -4.088
H 1.279 -3.590 -4.454
H 1.558 -4.248 -2.133
H -0.142 -4.499 -2.565
H -1.943 -2.031 -0.333
H -2.003 -3.041 -1.795
H -2.532 -0.447 -2.025
H -1.412 -1.155 -3.221
H 0.953 1.615 -3.103
H -0.657 1.346 -3.790
H 1.420 0.329 -5.036
H 0.023 -0.721 -4.848
S -1.320 1.927 -1.113
C -2.092 -3.477 2.338
C -3.164 -2.442 2.128
C -4.515 -2.560 2.402
C -5.108 -1.315 2.052
C -4.080 -0.519 1.579
C -4.187 0.887 1.051
N -2.889 -1.200 1.614
H -2.544 -4.434 2.606
H -1.406 -3.185 3.134
H -1.486 -3.622 1.436
H -5.004 -3.437 2.810
H -6.150 -1.028 2.136
H -4.797 1.510 1.716
H -4.660 0.922 0.062
H -3.200 1.341 0.957
```

Summary:
HOMO in Eh: -0.1297
Frontier orbital gap in hartree: 0.1842
Calculated total energy in eV: -104199.01154
Net charge: -1

5.
ORCA calculation (the ωB97M-V functional and the def2-TZVPD basis) on a structure of composition C25H30F4N3O3S2SiZr.

Structure (XYZ):
```
69
Properties=species:S:1:pos:R:3
Zr -0.842 1.173 0.313
C -3.936 1.795 0.919
N -2.924 1.983 -0.132
C -3.524 1.571 -1.409
C -2.533 3.413 -0.225
C -1.788 3.871 1.062
N -1.221 2.674 1.654
C -1.210 2.461 2.983
C -1.393 1.125 3.402
F -1.746 0.245 2.346
C -1.338 0.710 4.714
F -1.536 -0.573 5.024
C -1.114 1.648 5.709
C -0.996 2.987 5.352
F -0.814 3.891 6.313
C -1.067 3.401 4.031
F -0.969 4.707 3.720
H -4.850 2.348 0.670
H -3.569 2.148 1.883
H -4.180 0.732 1.005
H -4.360 2.231 -1.674
H -3.905 0.550 -1.321
H -2.776 1.599 -2.205
H -3.433 4.030 -0.379
H -1.868 3.530 -1.094
H -2.491 4.353 1.758
H -1.012 4.605 0.798
H -1.053 1.350 6.742
C 1.616 -5.306 1.217
Si 2.010 -3.447 1.072
C 3.476 -3.149 -0.113
C 2.360 -2.731 2.795
C 0.447 -2.734 0.229
C -0.353 -3.508 -0.586
C -1.564 -3.015 -1.074
C -1.942 -1.738 -0.731
N -1.173 -0.934 0.020
C 0.023 -1.417 0.472
S 0.978 -0.268 1.346
H 2.325 -5.801 1.870
H 1.661 -5.810 0.258
H 0.625 -5.475 1.627
H 4.359 -3.670 0.248
H 3.724 -2.093 -0.185
H 3.269 -3.518 -1.114
H 3.029 -3.384 3.347
H 1.451 -2.616 3.376
H 2.826 -1.754 2.730
H -0.044 -4.506 -0.853
H -2.207 -3.632 -1.680
H -2.895 -1.333 -1.055
C 3.491 -1.340 -5.547
C 2.945 -0.402 -4.523
C 2.638 -0.846 -3.240
C 2.009 -0.010 -2.337
C 1.690 1.279 -2.728
C 2.053 1.771 -3.969
C 2.705 0.931 -4.854
S 0.466 2.107 -1.775
O 0.023 3.341 -2.346
O 0.805 2.223 -0.323
O -0.658 1.095 -1.720
H 3.280 -2.371 -5.274
H 4.571 -1.224 -5.643
H 3.049 -1.133 -6.520
H 2.851 -1.868 -2.969
H 1.737 -0.354 -1.347
H 1.797 2.786 -4.232
H 2.992 1.297 -5.828
```

Summary:
HOMO in Eh: -0.4071
Frontier orbital gap in hartree: 0.3034
Calculated total energy in eV: -78721.41878
Net charge: +1

6.
ORCA calculation (the ωB97M-V functional and the def2-TZVPD basis) on a structure of composition C25H30F5O5Ru.

Structure (XYZ):
```
66
Properties=species:S:1:pos:R:3
C 0.377 -0.684 -3.240
C 0.162 -1.329 -1.857
C -0.030 0.780 -3.131
C -0.848 0.935 -1.841
H -0.629 1.073 -3.987
H 0.863 1.402 -3.119
C -0.918 -0.498 -1.174
H 1.077 -1.230 -1.273
H -0.022 -2.408 -1.982
C -1.121 -0.699 0.372
H -1.819 -0.943 -1.614
H -1.881 1.243 -2.079
C -0.278 2.031 -1.051
C 1.803 -0.880 -3.762
C -0.418 -1.334 -4.378
O -1.003 -0.722 -5.250
O 2.799 -1.007 -3.088
O 1.841 -0.906 -5.112
O -0.373 -2.675 -4.359
C -0.966 -3.250 -5.530
H -0.822 -4.318 -5.421
H -0.449 -2.867 -6.421
H -2.032 -2.992 -5.592
C 3.157 -1.116 -5.626
H 3.850 -0.355 -5.244
H 3.071 -1.056 -6.713
H 3.523 -2.105 -5.319
O -0.599 0.272 1.236
H -0.637 -1.665 0.642
H -2.220 -0.653 0.516
C -1.213 3.017 -0.511
C 1.154 2.094 -0.745
H 1.649 2.806 -1.433
H 1.656 1.115 -0.819
H 1.306 2.459 0.287
H -0.791 3.511 0.378
H -2.165 2.534 -0.198
H -1.449 3.750 -1.313
Ru -0.287 0.428 3.147
C -1.553 -0.220 4.674
C -2.377 -0.044 3.458
C -2.523 -1.359 2.879
H -2.953 0.847 3.206
C -1.896 -2.317 3.714
C -1.289 -1.648 4.797
H -0.766 -2.079 5.644
H -1.468 0.496 5.475
H -3.102 -1.580 1.983
H -1.923 -3.403 3.564
C 1.848 0.714 3.194
C 1.391 -0.164 4.285
C 1.461 -1.523 3.773
H 1.290 0.138 5.320
C 1.786 -1.476 2.402
C 2.011 -0.112 2.026
H 2.287 0.252 1.039
H 2.168 1.745 3.296
H 1.304 -2.425 4.366
H 1.879 -2.324 1.721
F -1.639 2.532 4.809
C -0.414 2.351 4.157
F 0.640 2.534 5.052
C -0.369 3.533 3.166
F -1.515 3.552 2.420
F -0.309 4.688 3.860
F 0.712 3.537 2.321
```

Summary:
HOMO (spin up / spin down) in Eh: 0.0856 / 0.0087
Frontier orbital gap (spin up / spin down) in hartree: 0.0538 / 0.1306
Calculated total energy in eV: -52811.39395
Net charge: -2
2S+1: 6